w | A gas-phase ion, C4H12N2 (charge +2), computed with the ωB97M-V functional and the def2-TZVPD basis.

Values from the calculation:
structure (SMILES): C=C([NH3+])CC[NH3+]
E_HOMO: -18.74 eV

```
! RIJCOSX wB97M-V def2-TZVPD def2/J DEFGRID3
* xyz 2 1
C -1.13194 1.65823 -0.58238
C -0.15837 0.81383 -0.93697
N -0.30561 0.11226 -2.23141
C 0.85024 0.42635 0.02762
C 0.14598 -0.87017 0.83733
N 0.66005 -1.22945 2.17527
H -1.97449 1.90841 -1.25228
H -1.20601 2.04831 0.34034
H -0.78397 -0.84292 -1.92845
H 0.54990 0.32695 -2.85606
H -1.10066 0.49024 -2.73609
H 1.09063 1.19807 0.74062
H 1.86629 0.16585 -0.47940
H -0.89785 -0.48411 1.20063
H 0.05990 -1.77545 0.16615
H 0.83932 -0.46607 2.74281
H -0.08999 -1.83146 2.74951
H 1.58657 -1.64887 2.02276
*
```

x | A gas-phase ion, C4H12N2 (charge +2), computed with the ωB97M-V functional and the def2-TZVPD basis.

Values from the calculation:
structure (SMILES): C=C([NH3+])CC[NH3+]
E_HOMO: -18.97 eV

```
! RIJCOSX wB97M-V def2-TZVPD def2/J DEFGRID3
* xyz 2 1
C 0.27465 -0.77921 1.78958
C -0.07592 0.27570 1.07870
N -0.54080 1.49827 1.80349
C -0.15164 0.37733 -0.42088
C 0.46339 -0.78954 -1.18940
N 0.11647 -0.76277 -2.63995
H 0.22208 -0.78176 2.86876
H 0.43534 -1.75234 1.34958
H -1.56189 1.51633 1.86891
H -0.23600 2.35945 1.34011
H -0.10874 1.46668 2.73115
H 0.29193 1.30262 -0.82322
H -1.22366 0.43316 -0.66894
H 1.53741 -0.88445 -1.09195
H 0.04748 -1.70651 -0.78545
H 0.50129 -1.57696 -3.13416
H -0.88096 -0.69813 -2.86678
H 0.52430 0.04630 -3.12275
*
```

Which is most stable, and by how much? x, by 0.0735 hartree.

w | 2 unconnected molecules or ions with the total composition C2H5O2S, computed with the ωB97M-V functional and the def2-TZVPD basis.

Values from the calculation:
E_HOMO: -3.11 eV

```
! RIJCOSX wB97M-V def2-TZVPD def2/J DEFGRID3
* xyz -1 1
C -0.89931 1.07454 -1.93923
S -0.92367 1.35205 -0.03229
H -1.79265 1.69555 -2.10199
H -0.15720 1.69106 -2.41463
H -0.98637 0.00727 -2.04602
O 1.77753 -2.46444 1.62032
C 1.10780 -1.49959 1.92948
O 1.06848 -0.40406 1.19218
H 0.54174 -1.63764 2.86224
H 0.26366 0.18526 0.92994
*
```

x | 2 unconnected molecules or ions with the total composition C2H5O2S, computed with the ωB97M-V functional and the def2-TZVPD basis.

Values from the calculation:
E_HOMO: -4.26 eV

```
! RIJCOSX wB97M-V def2-TZVPD def2/J DEFGRID3
* xyz -1 1
C -0.70717 -1.68308 0.85408
S -1.40233 -0.74439 -0.57601
H 0.29013 -1.38283 1.15607
H -0.75539 -2.73188 0.56504
H -1.28368 -1.52638 1.76772
O 0.90545 1.54507 1.08505
C 1.58984 1.25133 0.10605
O 1.25230 0.86855 -1.05138
H 2.69949 1.28512 0.18259
H -0.25252 0.00102 -0.49221
*
```

Which is most stable, and by how much? x, by 0.0201 hartree.

w | C3H8Si2 in the gas phase, computed with the ωB97M-V functional and the def2-TZVPD basis.

Values from the calculation:
structure (SMILES): [SiH2]=C[C@@H]1C[SiH2]1
E_HOMO: -7.54 eV

```
! RIJCOSX wB97M-V def2-TZVPD def2/J DEFGRID3
* xyz 0 1
Si -0.24406 2.56918 0.96006
C 0.30818 1.10523 0.11001
C -0.23863 -0.19291 -0.36790
C -0.06065 -1.54294 0.34991
Si 0.36258 -1.78210 -1.44484
H 0.58433 3.39759 1.87552
H -1.59311 3.13007 1.24890
H 1.27367 0.95639 0.06132
H -1.33213 0.06106 -0.63201
H 0.80910 -1.42255 1.00475
H -0.88990 -2.08761 0.87070
H -0.76608 -2.51162 -2.01743
H 1.78669 -1.67977 -2.01898
*
```

x | C3H8Si2 in the gas phase, computed with the ωB97M-V functional and the def2-TZVPD basis.

Values from the calculation:
structure (SMILES): [SiH2]=C[C@@H]1C[SiH2]1
E_HOMO: -7.32 eV

```
! RIJCOSX wB97M-V def2-TZVPD def2/J DEFGRID3
* xyz 0 1
Si 2.76326 -0.09813 -0.07363
C 1.00240 -0.44983 0.18634
C -0.35050 -0.16707 -0.47369
C -1.11568 1.02135 0.17697
Si -2.26692 -0.44370 -0.05187
H 3.29061 -0.01873 1.24067
H 3.59053 -0.16454 -1.27512
H 0.73950 -0.69216 1.34974
H -0.24690 -0.16853 -1.53696
H -0.91339 0.97960 1.21902
H -0.87846 1.93415 -0.49445
H -3.01243 -0.50048 -1.30733
H -2.60203 -1.23193 1.04030
*
```

Which is most stable, and by how much? w, by 0.0025 hartree.

w | 2 unconnected molecules or ions with the total composition C3H4BrNO2, computed with the ωB97M-V functional and the def2-TZVPD basis.

Values from the calculation:
E_HOMO (alpha / beta): -8.89 / -8.78 eV

```
! RIJCOSX wB97M-V def2-TZVPD def2/J DEFGRID3
* xyz 0 1
C -0.96166 0.31492 0.15618
C 1.41430 0.06265 0.38046
C -1.71013 -0.88757 0.00184
N 2.01507 1.17756 -0.16552
O 1.37393 2.14749 -0.52260
O 3.24082 1.12081 -0.05053
Br 1.84312 -1.60157 -0.22838
H -1.38154 1.24148 0.51497
H -2.18730 -1.15390 0.95162
H -2.53987 -0.69750 -0.68426
H -1.10674 -1.72435 -0.35377
*
```

x | C3H4BrNO2 in the gas phase, computed with the ωB97M-V functional and the def2-TZVPD basis.

Values from the calculation:
structure (SMILES): NC(=O)/C(Br)=C/O
E_HOMO: -8.96 eV

```
! RIJCOSX wB97M-V def2-TZVPD def2/J DEFGRID3
* xyz 0 1
N 0.50901 -2.11692 -0.21029
C 0.70418 -0.85185 0.14887
O 1.81179 -0.40452 0.41888
C -0.46793 0.18130 0.01185
Br -2.24929 -0.51151 0.20492
C -0.18814 1.49188 0.03995
O -1.02678 2.48018 -0.03970
H -0.35772 -2.53947 -0.42466
H 1.18428 -2.83040 -0.25078
H 0.84505 1.67690 -0.08707
H -0.76446 3.42442 0.18804
*
```

Which is most stable, and by how much? x, by 0.3418 hartree.

w | 14 unconnected molecules or ions with the total composition H28O14, computed with the ωB97M-V functional and the def2-TZVPD basis.

Values from the calculation:
E_HOMO: -10.88 eV

```
! RIJCOSX wB97M-V def2-TZVPD def2/J DEFGRID3
* xyz 0 1
H -0.17115 1.01243 1.25662
H -0.55526 -0.24440 0.73274
H -1.82990 2.46551 -3.41856
H -2.23645 2.64687 -4.82349
H -3.37211 1.95692 0.67046
H -2.08361 1.51029 -0.12607
H 2.76853 1.72820 0.37589
H 3.41691 2.41538 1.61729
H -0.86475 -1.44944 -1.45977
H 0.05196 -2.11565 -2.53251
H 1.33900 -4.17523 0.05391
H 2.45497 -3.99570 -0.87244
H 2.56365 -0.61764 0.05011
H 1.69790 0.16949 0.99816
H -1.65652 1.40239 3.24626
H -0.87626 2.70521 2.96603
H 2.85573 1.16013 -1.91659
H 3.55633 -0.06451 -1.33219
H -3.03429 -1.43462 2.32671
H -3.12218 -0.26805 1.38694
H 1.27674 0.43194 -4.02812
H 0.21701 0.28494 -2.93719
H 0.99630 3.97441 0.34929
H -0.35139 3.72879 0.15392
H 2.09201 -2.42462 2.49803
H 2.94460 -2.48768 3.86968
H -3.86312 -3.52025 0.06238
H -2.94844 -3.61398 1.08628
O -0.60430 0.63339 0.46313
O -2.64982 2.66819 -3.96319
O -2.47773 2.13578 0.49461
O 3.52755 2.25779 0.68040
O -0.62522 -1.47513 -2.43347
O 1.91954 -4.69140 -0.58285
O 1.66371 -0.57146 0.31739
O -1.13534 2.11498 3.70861
O 2.85422 0.56964 -1.13690
O -3.69485 -0.86487 1.90831
O 0.72186 -0.28920 -3.55806
O 0.42064 3.22194 0.11075
O 2.06656 -2.76436 3.40498
O -3.25303 -4.12644 0.33253
*
```

x | 14 unconnected molecules or ions with the total composition H28O14, computed with the ωB97M-V functional and the def2-TZVPD basis.

Values from the calculation:
E_HOMO: -9.88 eV

```
! RIJCOSX wB97M-V def2-TZVPD def2/J DEFGRID3
* xyz 0 1
H 0.36004 -0.09017 -0.19463
H -1.04713 -0.64387 -0.69000
H -3.61103 3.42166 -2.24963
H -2.68551 4.07749 -1.32514
H -0.49252 -0.70021 1.91508
H -0.27863 0.76680 1.69985
H 3.76297 1.73959 -0.68799
H 5.05583 2.13071 -0.57291
H 2.04764 -3.88989 -0.36899
H 1.53171 -2.63769 -0.62881
H -1.07965 0.55171 -3.42509
H -0.83250 1.45983 -2.23584
H 2.71764 0.27623 0.80734
H 2.74449 -1.26071 0.57306
H 4.19471 -1.22331 -0.67547
H 4.02176 -0.81089 -2.11047
H 2.31678 3.76222 2.28196
H 3.04878 2.39000 1.86731
H -0.42176 -3.25480 1.68138
H 0.49321 -4.37089 2.09256
H -4.25681 -0.98762 1.32567
H -3.61727 0.42158 1.19533
H -1.69495 4.33366 0.49806
H -2.36712 3.03102 1.15836
H -5.35181 -1.61116 -0.67882
H -5.69393 -1.97210 0.80554
H -0.10459 -2.91191 -2.65701
H -0.25392 -1.70962 -1.67270
O -0.49021 0.18648 -0.57577
O -2.69167 3.35940 -1.93070
O -0.90058 0.16032 2.09306
O 4.38417 1.76370 0.01353
O 1.93635 -3.34807 -1.12090
O -0.34887 0.75509 -2.81286
O 3.24236 -0.52708 0.66315
O 3.99665 -0.48822 -1.19484
O 2.75175 3.00497 2.56101
O 0.03793 -3.58324 2.43089
O -3.64113 -0.39907 1.74220
O -2.34681 3.58682 0.40276
O -6.01306 -2.03259 -0.15031
O 0.26981 -2.47446 -1.83722
*
```

y | 14 unconnected molecules or ions with the total composition H28O14, computed with the ωB97M-V functional and the def2-TZVPD basis.

Values from the calculation:
E_HOMO: -10.45 eV

```
! RIJCOSX wB97M-V def2-TZVPD def2/J DEFGRID3
* xyz 0 1
O 0.00760 2.35395 1.23595
H 0.70660 2.92395 0.98895
H 0.26160 2.07695 2.13795
O -1.63640 1.20495 -1.45505
H -2.35640 1.37895 -0.81605
H -2.12440 0.91495 -2.22805
O 2.93560 1.04295 0.63795
H 2.41560 1.40195 -0.14205
H 2.80960 0.11295 0.59895
O -1.19640 -1.98705 -1.86105
H -1.68340 -2.65505 -2.33305
H -1.03340 -2.26005 -0.92605
O -2.08740 -0.84005 1.86595
H -2.88740 -1.12605 1.45295
H -1.65640 -0.29505 1.21195
O 0.10560 -3.13705 0.22295
H 0.51060 -3.94905 0.52095
H -0.14940 -2.67605 0.99595
O 2.47360 2.09695 3.07595
H 2.91060 1.42695 3.65595
H 2.56560 1.65695 2.20895
O 0.16960 0.32995 3.31895
H -0.51640 0.38995 3.98595
H 0.99060 0.48595 3.83195
O -3.79340 -1.22505 -0.57805
H -3.10440 -1.02205 -1.20705
H -4.38240 -0.51205 -0.80505
O 0.11360 -0.20405 0.16995
H 0.23760 0.60995 0.69795
H -0.39740 0.08195 -0.57005
O -0.05140 3.37395 -1.99505
H -0.69840 4.04195 -2.27205
H -0.56540 2.61595 -1.75105
O -0.24740 -0.63605 -3.93005
H -0.65140 -1.03505 -3.17905
H -0.25940 0.30795 -3.86605
O 1.91760 -0.70905 -1.81505
H 1.35060 -0.24205 -2.45105
H 1.47360 -0.57005 -0.98405
O 2.69760 -1.63705 0.99495
H 3.04960 -2.28305 0.40095
H 1.77560 -1.82905 0.95295
*
```

Which is most stable, and by how much? y, by 0.1736 hartree.